DFT (the ωB97M-V functional and the def2-TZVPD basis) results for a molecular structure, F2KNO4S2 at a distorted geometry.

- Maximum force: 0.02513 hartree/bohr
- Net charge: 0
- Energy relative to the best compared isomer or geometry (same formula, charge and spin): 0.450 eV
- LUMO level: -1.726 eV
- Highest occupied orbital energy: -0.336 hartree
- E_tot: -53110.498 eV

Positions of all 10 atoms, in Å:
K (3.72228, -2.46809, -0.15527)
N (-0.95949, -0.41239, -0.08163)
S (-1.17621, 0.82725, 0.93588)
O (-2.18540, 1.69560, 0.48871)
O (-0.00054, 1.36733, 1.52434)
F (-1.85943, 0.00859, 2.09515)
S (0.36016, -0.19289, -0.89417)
O (1.47265, -0.95114, -0.36781)
O (0.61907, 1.12810, -1.35245)
F (0.00691, -1.00235, -2.19273)

---

DFT (the ωB97M-V functional and the def2-TZVPD basis) results for 8 unconnected molecules or ions with the total composition C50H75F21O25S3Si at a distorted geometry.

- Maximum force: 0.18717 hartree/bohr
- Net charge: 0
- LUMO level: -0.295 eV
- Highest occupied orbital energy: -0.335 hartree
- E_tot: -201690.211 eV

Positions of all 175 atoms, in Å:
C (0.86978, -0.72325, 2.78750)
C (0.51514, -1.72795, 1.49754)
O (-0.47414, -1.10456, 0.61481)
C (-0.37414, -1.55596, -0.77952)
C (-1.28446, -2.93825, -0.85594)
C (-1.15075, -3.77013, -2.26426)
C (-1.97948, -5.18677, -2.05592)
O (-1.77520, -6.04110, -3.23608)
C (-3.02990, -5.98152, -4.01578)
O (-4.12904, -6.67164, -3.63546)
O (-2.67497, -2.76439, -0.37286)
S (-3.50495, -1.54488, -1.21123)
O (-5.00692, -1.71003, -0.75316)
O (-3.02014, -0.01177, -0.73626)
C (-1.95465, 0.59801, -1.53938)
S (-2.55019, 1.21457, -3.24941)
C (-4.35088, 0.87464, -3.53490)
C (-5.40532, 1.63559, -2.54190)
O (-5.62080, 2.95665, -2.79576)
O (-6.15480, 1.03830, -1.42322)
C (-7.53072, 1.56562, -1.33685)
C (-8.56628, 0.38475, -0.77785)
C (-9.83627, 1.22190, -0.09656)
O (-9.11660, -0.40585, -1.90459)
C (-9.48961, -1.76182, -1.46791)
O (-10.73916, -2.12523, -1.09457)
C (-8.33342, -2.96459, -1.47592)
S (-7.94120, -3.52931, 0.27979)
Si (-1.51445, 2.19112, -0.58138)
C (-1.15473, 1.94678, 1.31680)
C (-3.16066, 3.27384, -0.60296)
C (-0.16763, 3.33034, -1.28863)
C (-0.70144, -0.42950, -1.91684)
C (0.57246, 0.26443, -2.65647)
C (1.99538, 0.36122, -1.92361)
C (2.13934, 0.62289, -0.35683)
O (2.75990, -0.88951, -2.25392)
H (0.06758, -0.77203, 3.63784)
H (1.92731, -1.11613, 3.17849)
H (1.09049, 0.38944, 2.41574)
H (1.54939, -1.97553, 1.01345)
H (-0.00240, -2.67986, 1.99680)
H (0.73604, -1.93688, -1.00065)
H (-0.78447, -3.65532, -0.03869)
H (-1.77540, -3.15674, -3.07430)
H (-0.05818, -3.90773, -2.65969)
H (-1.61041, -5.65959, -1.04879)
H (-3.13942, -4.94612, -1.90956)
H (-3.04484, -5.31837, -5.00751)
H (-4.66000, -0.27852, -3.53478)
H (-4.60769, 1.24499, -4.64059)
H (-7.52900, 2.41561, -0.52684)
H (-7.98014, 1.93214, -2.35577)
H (-8.06350, -0.28836, 0.04266)
H (-10.41424, 0.57825, 0.69365)
H (-10.55951, 1.50854, -1.00085)
H (-9.50217, 2.22979, 0.41131)
H (-7.39242, -2.47594, -2.00672)
H (-8.72513, -3.88847, -2.11270)
H (-6.91672, -2.72399, 0.80416)
H (-0.01905, 2.07954, 1.60243)
H (-1.62575, 0.93925, 1.75038)
H (-1.72438, 2.81244, 1.91036)
H (-4.09416, 2.62558, -0.25357)
H (-3.32447, 3.61372, -1.73543)
H (-3.04017, 4.23509, 0.05382)
H (-0.53944, 3.76712, -2.32535)
H (-0.06976, 4.27104, -0.56041)
H (0.90433, 2.88290, -1.41555)
H (-1.20810, -1.06478, -2.80186)
H (0.80265, -0.37027, -3.64878)
H (0.32539, 1.34034, -3.11562)
H (2.61726, 1.21473, -2.48603)
H (2.90199, 1.52236, -0.17010)
H (1.20032, 0.85079, 0.28192)
H (2.67019, -0.32088, 0.14481)
H (3.64283, -0.79905, -1.74811)
C (-2.75069, -3.03368, 7.63878)
C (-1.66721, -2.28549, 8.39389)
O (-0.36379, -2.71896, 7.97451)
C (0.09532, -2.19001, 6.79547)
O (-0.54241, -1.39569, 6.10793)
C (1.50342, -2.69452, 6.48984)
F (1.62900, -4.04240, 6.65852)
F (2.44014, -2.12178, 7.29975)
F (1.89721, -2.43579, 5.21113)
H (-2.61697, -4.11503, 7.74450)
H (-3.74188, -2.76005, 8.01162)
H (-2.71319, -2.81316, 6.56754)
H (-1.74666, -2.50883, 9.46294)
H (-1.77049, -1.20050, 8.28375)
C (8.78139, 2.44192, -0.57115)
C (7.42175, 2.92528, -0.10036)
O (6.46015, 1.85943, -0.14499)
C (6.50174, 0.96807, 0.89639)
O (7.30206, 1.03948, 1.82630)
C (5.40344, -0.08240, 0.75165)
F (5.33112, -0.59976, -0.50855)
F (4.16756, 0.42728, 1.02417)
F (5.56872, -1.14599, 1.58745)
H (8.70618, 1.98969, -1.56524)
H (9.49445, 3.27036, -0.61065)
H (9.18325, 1.67373, 0.09666)
H (7.05889, 3.70786, -0.77486)
H (7.47108, 3.36300, 0.90262)
C (8.43691, 7.34560, 4.59829)
C (9.93538, 7.28009, 4.36550)
O (10.36070, 5.92195, 4.17251)
C (10.14572, 5.39613, 2.92431)
O (9.61865, 6.01526, 2.00278)
C (10.68249, 3.96942, 2.84007)
F (10.31797, 3.20470, 3.90934)
F (12.04575, 3.93638, 2.79698)
F (10.25092, 3.30130, 1.73351)
H (8.14786, 6.69598, 5.43066)
H (8.12418, 8.36965, 4.82155)
H (7.88277, 7.00047, 3.71999)
H (10.45914, 7.65325, 5.25177)
H (10.24336, 7.90777, 3.52219)
C (-11.03878, -0.94416, 3.11577)
C (-9.65743, -0.52008, 3.58046)
O (-9.67537, -0.16886, 4.97295)
C (-9.64932, -1.21638, 5.85767)
O (-9.61860, -2.39730, 5.51879)
C (-9.62567, -0.70686, 7.29661)
F (-10.54321, 0.27695, 7.52298)
F (-8.41323, -0.17996, 7.63392)
F (-9.88432, -1.68226, 8.21248)
H (-11.77598, -0.16660, 3.34011)
H (-11.04269, -1.13759, 2.03925)
H (-11.36966, -1.85197, 3.62957)
H (-9.34661, 0.37516, 3.03185)
H (-8.90735, -1.29390, 3.38405)
C (-5.48210, -6.89459, -5.74749)
C (-5.72418, -7.18934, -7.21664)
O (-7.09263, -6.93117, -7.56790)
C (-7.42143, -5.61669, -7.77941)
O (-6.62375, -4.68727, -7.67813)
C (-8.88640, -5.48605, -8.18866)
F (-9.72250, -6.21763, -7.39700)
F (-9.10190, -5.91431, -9.46600)
F (-9.34295, -4.20313, -8.13577)
H (-6.18559, -7.45314, -5.12177)
H (-4.46122, -7.16375, -5.46170)
H (-5.63333, -5.83388, -5.52474)
H (-5.54223, -8.25156, -7.41065)
H (-5.04348, -6.62361, -7.86207)
C (1.74457, 2.60592, -8.18311)
C (0.38493, 3.08927, -7.71232)
O (-0.57667, 2.02343, -7.75694)
C (-0.53508, 1.13207, -6.71557)
O (0.26524, 1.20348, -5.78566)
C (-1.63338, 0.08160, -6.86030)
F (-1.70570, -0.43576, -8.12050)
F (-2.86925, 0.59128, -6.58779)
F (-1.46810, -0.98200, -6.02450)
H (1.66936, 2.15368, -9.17720)
H (2.45764, 3.43435, -8.22260)
H (2.14643, 1.83773, -7.51529)
H (0.02207, 3.87185, -8.38682)
H (0.43426, 3.52699, -6.70934)
C (14.22346, 3.10741, 4.64088)
C (15.01165, 3.27438, 3.35449)
O (16.38961, 3.56448, 3.63690)
C (17.17299, 2.49093, 3.97530)
O (16.75692, 1.33691, 4.04932)
C (18.61773, 2.92803, 4.20409)
F (18.71442, 4.04102, 4.98697)
F (19.25314, 3.22992, 3.03510)
F (19.37469, 1.97183, 4.81222)
H (14.34142, 3.98716, 5.28159)
H (13.16044, 2.96304, 4.42765)
H (14.57891, 2.24686, 5.21594)
H (14.61696, 4.12738, 2.79266)
H (14.92397, 2.39498, 2.70722)

---

DFT (the ωB97M-V functional and the def2-TZVPD basis) results for a gas-phase ion, C9H15N2O3 (charge +1) at a distorted geometry.

- Maximum force: 0.13414 hartree/bohr
- Net charge: +1
- Energy relative to the best compared isomer or geometry (same formula, charge and spin): 2.147 eV
- LUMO level: -3.615 eV
- SMILES string: Cc1oc(=O)oc1N1CC[NH2+]C[C@@H]1C
- Highest occupied orbital energy: -0.408 hartree
- E_tot: -18689.785 eV

Positions of all 29 atoms, in Å:
C (1.41369, 1.78559, 1.36787)
C (1.22706, 0.54963, 0.54746)
C (3.15836, 0.33050, 1.69406)
C (-0.88539, 0.64702, -0.57764)
C (-1.38352, 0.19746, -1.95153)
C (-0.49483, -2.07453, -1.43001)
C (-0.02585, -1.57494, -0.00100)
C (1.02447, 3.15972, 1.32378)
C (-1.14228, -1.66586, 1.03399)
N (0.25457, -0.11400, -0.26223)
N (-1.61633, -1.26359, -2.04981)
O (4.05573, -0.27523, 2.23145)
O (2.67673, 1.53351, 2.02005)
O (2.30668, -0.24030, 0.80597)
H (-0.66536, 1.73340, -0.74828)
H (-1.74730, 0.56211, 0.05572)
H (-2.26436, 0.72327, -2.15555)
H (-0.68217, 0.39158, -2.74456)
H (0.44011, -1.90983, -2.01549)
H (-0.98147, -2.97330, -1.10402)
H (0.91989, -2.07326, 0.32474)
H (1.64652, 3.80650, 0.72168)
H (1.33816, 3.63504, 2.37808)
H (-0.03523, 3.32442, 1.09383)
H (-1.17213, -0.68950, 1.57708)
H (-1.04553, -2.40978, 1.85176)
H (-2.10729, -1.88160, 0.64152)
H (-2.50528, -1.68644, -1.62655)
H (-1.70764, -1.54760, -3.00238)

---

DFT (the ωB97M-V functional and the def2-TZVPD basis) results for 2 unconnected molecules or ions with the total composition C4H7Br at a distorted geometry.

- Maximum force: 0.06215 hartree/bohr
- Net charge: 0
- Energy relative to the best compared isomer or geometry (same formula, charge and spin): 3.035 eV
- LUMO level: 0.843 eV
- SMILES string: CC1C=C1.Br
- Highest occupied orbital energy: -0.351 hartree
- E_tot: -74300.599 eV

Positions of all 12 atoms, in Å:
C (-0.42034, -1.24203, -0.61198)
C (-1.02797, -0.14955, 0.09380)
C (-0.54622, -0.21893, -1.35471)
C (-0.18892, 0.46798, 1.21316)
Br (-3.28573, -2.47141, -0.49958)
H (-2.03825, -3.02974, -0.78574)
H (-0.17732, -2.29485, -0.62816)
H (-2.12684, -0.17317, 0.31161)
H (-0.67943, 0.33164, -2.31075)
H (0.68974, -0.16881, 1.27540)
H (-0.75228, 0.33079, 2.24175)
H (0.11204, 1.47089, 1.12443)

---

no.,gap between HOMO and LUMO (hartree)
1,0.273
2,0.324
3,0.275
4,0.382